Record 1
DFT (ωB97M-V/def2-TZVPD) results for C5H6N4O as an isolated structure in a non-equilibrium geometry.

```
16
Properties=species:S:1:pos:R:3:mulliken_charge:R:1
C 0.21 -1.10 -0.57 0.320
C 0.19 0.27 -0.12 0.663
C 1.11 1.20 -0.73 -0.524
C 0.24 2.82 0.64 0.034
C -0.67 1.86 1.21 -0.018
H -0.19 -3.10 -1.38 0.348
H 0.14 -3.92 -0.02 0.280
H -1.26 -1.75 0.62 0.342
H 1.49 0.99 -1.53 0.637
H 0.02 4.16 0.84 0.213
H -1.41 2.26 2.13 0.269
N -0.66 -3.29 -0.20 -0.982
N -0.46 -2.00 0.14 0.132
N 1.06 2.49 -0.24 -0.510
N -0.70 0.60 0.78 -0.447
O 0.91 -1.47 -1.55 -0.759
```

## Properties
* energy relative to the best compared isomer or geometry (same formula, charge and spin): 119.3 kcal per mole
* Kohn-Sham gap: 9.461 eV
* molar mass: 138.1 g mol⁻¹
* E_HOMO: -9.669 eV
* max |F|: 0.26791 Eh/bohr

***

Record 2
DFT (ωB97M-V/def2-TZVPD) results for an isolated ion of composition C5H6N5O3 and charge -1 in a non-equilibrium geometry.

```
19
Properties=species:S:1:pos:R:3:mulliken_charge:R:1
C 0.51 2.13 -1.77 -0.443
C 0.11 1.00 -1.08 0.847
C 0.71 0.03 1.95 0.620
C -1.04 -2.65 0.29 -0.529
C -1.20 0.40 -1.10 -0.337
N 1.71 2.42 -1.36 -0.460
N 2.08 1.59 -0.38 -0.660
N 1.19 -0.26 0.71 -1.119
N -1.60 -0.76 -0.84 -0.657
N 1.09 0.75 -0.20 1.245
O 0.52 1.43 2.24 -0.538
O 0.54 -0.86 2.78 -0.654
O -0.57 -1.60 -0.46 -0.061
H 0.13 2.56 -2.69 0.400
H -1.77 -3.33 -0.22 0.263
H -1.57 -2.35 1.28 0.242
H -0.17 -3.41 0.43 0.205
H -2.00 1.04 -1.54 0.296
H 1.33 1.87 1.96 0.339
```

## Properties
* energy relative to the best compared isomer or geometry (same formula, charge and spin): 0.0 kcal per mole
* Kohn-Sham gap: 8.122 eV
* molar mass: 184.1 g mol⁻¹
* E_HOMO: -4.471 eV
* max |F|: 0.07395 Eh/bohr
* charge: -1

***

Record 3
DFT (ωB97M-V/def2-TZVPD) results for a 2-piece molecular cluster, C5H6NO overall in a non-equilibrium geometry.

```
13
Properties=species:S:1:pos:R:3:mulliken_charge:R:1
C 2.24 -0.75 1.03 -0.375
C 2.43 -1.18 -0.08 -0.390
C -2.35 -0.41 0.08 0.421
C -1.60 -0.52 -1.11 0.027
C -0.16 1.28 0.04 -0.636
N -1.18 0.38 -0.26 0.116
O -3.07 -0.51 0.96 -0.272
H 2.11 -0.41 2.01 0.414
H 2.63 -1.58 -1.03 0.391
H -1.35 -0.94 -2.07 0.373
H 0.72 1.14 -0.59 0.351
H 0.09 1.18 1.10 0.267
H -0.52 2.31 -0.08 0.313
```

## Properties
* energy relative to the best compared isomer or geometry (same formula, charge and spin): 136.9 kcal per mole
* Kohn-Sham gap: 8.051 eV
* molar mass: 96.1 g mol⁻¹
* E_HOMO: -14.434 eV
* max |F|: 0.04422 Eh/bohr
* charge: +1

***

Record 4
DFT (ωB97M-V/def2-TZVPD) results for an isolated ion of composition C5H6NO and charge +1 in a non-equilibrium geometry.

```
13
Properties=species:S:1:pos:R:3:mulliken_charge:R:1
C 2.36 -0.09 -0.15 0.741
C 1.31 -1.09 -0.45 -0.718
C 0.22 -0.51 -0.05 0.326
C -2.04 0.51 -0.38 -0.873
C -0.94 0.00 0.56 -0.059
N 3.49 0.42 0.01 -0.321
O 2.23 1.00 0.63 -0.326
H 1.53 -2.03 -1.01 0.397
H -2.63 -0.53 -0.36 0.297
H -1.53 0.73 -1.34 0.385
H -2.52 1.37 0.04 0.328
H -1.14 -0.61 1.41 0.482
H -0.34 0.83 1.10 0.342
```

## Properties
* energy relative to the best compared isomer or geometry (same formula, charge and spin): 195.3 kcal per mole
* Kohn-Sham gap: 6.771 eV
* molar mass: 96.1 g mol⁻¹
* E_HOMO: -14.079 eV
* max |F|: 0.06032 Eh/bohr
* charge: +1

***

Record 5
DFT (ωB97M-V/def2-TZVPD) results for a 2-piece molecular cluster, C5H6NO2 overall in a non-equilibrium geometry.

```
14
Properties=species:S:1:pos:R:3:mulliken_charge:R:1
C -1.58 0.05 0.68 -0.039
C -1.60 -1.39 2.91 0.577
C 0.86 0.55 0.50 -0.653
C 0.67 -0.82 -0.20 -0.636
C -0.40 0.24 -0.22 -0.115
N -2.68 0.58 0.38 -0.716
O -2.06 -2.43 2.64 -0.415
O -1.02 -0.64 3.61 -0.400
H 0.69 0.53 1.49 0.265
H 1.58 1.34 0.23 0.224
H 1.13 -1.04 -1.16 0.251
H 0.48 -1.55 0.49 0.252
H -0.79 0.78 -1.11 0.259
H -2.78 1.12 -0.57 0.147
```

## Properties
* energy relative to the best compared isomer or geometry (same formula, charge and spin): 34.6 kcal per mole
* Kohn-Sham gap (alpha / beta): 6.088 / 6.088 eV
* molar mass: 112.1 g mol⁻¹
* E_HOMO (alpha / beta): -2.054 / -2.053 eV
* max |F|: 0.07575 Eh/bohr
* charge: -1

***

Record 6
DFT (ωB97M-V/def2-TZVPD) results for an isolated ion of composition C5H6NO2 and charge +1 in a non-equilibrium geometry.

```
14
Properties=species:S:1:pos:R:3:mulliken_charge:R:1
C 1.99 -1.26 0.39 0.001
C 2.55 -0.51 -0.54 -0.235
C 0.03 0.51 0.12 0.613
C 2.45 0.88 -0.14 -0.036
C -2.18 -0.03 -0.03 -0.686
N 1.42 0.19 0.52 0.200
O -0.24 1.59 -0.27 -0.460
O -0.81 -0.42 0.38 -0.341
H 1.41 -2.09 0.61 0.382
H 3.38 1.18 0.58 0.276
H 2.16 1.54 -0.90 0.332
H -2.81 -0.85 -0.33 0.281
H -2.17 0.75 -0.89 0.320
H -2.63 0.38 0.78 0.353
```

## Properties
* energy relative to the best compared isomer or geometry (same formula, charge and spin): 108.0 kcal per mole
* Kohn-Sham gap: 9.349 eV
* molar mass: 112.1 g mol⁻¹
* E_HOMO: -15.731 eV
* max |F|: 0.10420 Eh/bohr
* charge: +1